Entry 1:
106
Properties=species:S:1:pos:R:3:forces:R:3 method="wB97M-V/def2-TZVPD" multiplicity=5 s2=6.23 gap_ev="5.00 / 5.58" lumo_ev="-1.12 / -1.04" charge=0
Mn -0.3032 0.5280 0.0974 1.303 -0.051 -0.995
F 0.5588 -2.7905 -2.9354 -0.001 0.087 0.152
Ge 0.2165 -1.5209 -1.5790 0.405 -1.023 -0.815
C 1.8156 -2.2088 -0.5835 -0.438 0.291 0.240
C 2.8314 -2.9324 -1.1974 -0.028 -0.001 -0.102
C 3.9347 -3.3460 -0.4629 -0.002 -0.021 -0.060
C 4.0280 -3.0617 0.8944 0.030 -0.001 0.071
C 3.0024 -2.3808 1.5327 -0.080 -0.031 -0.036
C 1.9028 -1.9606 0.7897 0.083 0.086 -0.226
P 0.4633 -1.1308 1.5114 0.598 -1.495 1.264
C -0.4959 -2.5641 2.1375 -0.211 0.121 -0.046
C -0.1042 -3.8756 1.8781 -0.008 0.128 0.062
C -0.8587 -4.9372 2.3541 0.028 -0.049 -0.021
C -2.0161 -4.7069 3.0792 0.035 -0.086 0.040
C -2.4135 -3.4055 3.3428 -0.037 0.035 0.046
C -1.6594 -2.3406 2.8781 0.000 -0.040 -0.036
C 1.1267 -0.4305 3.0478 -0.073 0.072 0.366
C 2.0617 0.6857 2.8149 0.065 0.000 -0.017
C 2.6403 1.3666 4.0002 -0.083 0.266 -0.294
C 2.2525 0.8863 5.3175 -0.251 -0.296 0.165
C 1.3263 -0.0809 5.4472 0.350 0.311 0.385
C 0.7445 -0.7340 4.3077 0.063 -0.220 -0.620
C 0.6173 -0.1220 -2.9956 -0.143 -0.140 0.703
C 0.3674 -0.4531 -4.3245 -0.017 0.010 -0.108
C 0.8684 0.3270 -5.3526 -0.074 -0.032 -0.001
C 1.6724 1.4211 -5.0629 0.037 0.042 -0.024
C 1.9016 1.7754 -3.7468 0.046 -0.065 0.045
C 1.3347 1.0411 -2.7015 -0.170 -0.041 -0.167
P 1.5506 1.6089 -0.9679 1.473 0.731 -1.154
C 3.4005 1.5441 -0.9212 0.027 -0.171 0.121
C 4.2153 2.6205 -1.2771 0.053 -0.086 0.034
C 5.5868 2.4496 -1.3937 0.017 0.080 -0.020
C 6.1680 1.2133 -1.1569 0.054 -0.013 0.011
C 5.3700 0.1416 -0.7901 0.014 0.002 0.002
C 3.9992 0.3111 -0.6722 0.021 0.132 0.041
C 1.3966 3.4427 -1.0761 -0.210 0.011 0.180
C 1.8623 4.1827 0.0092 -0.052 -0.005 -0.067
C 1.7575 5.5679 0.0235 0.023 -0.002 0.054
C 1.1751 6.2292 -1.0443 -0.023 0.054 -0.019
C 0.6768 5.4981 -2.1151 0.016 -0.001 -0.040
C 0.7910 4.1169 -2.1368 0.011 -0.007 0.161
C -1.3871 -2.6480 -1.0986 0.188 0.659 -0.064
C -1.3835 -4.0244 -1.2926 -0.019 -0.110 -0.096
C -2.5045 -4.7670 -0.9583 0.117 -0.058 -0.045
C -3.6384 -4.1434 -0.4509 -0.149 0.042 0.065
C -3.6532 -2.7723 -0.2633 0.018 -0.048 0.016
C -2.5160 -2.0304 -0.5708 0.135 -0.087 0.096
P -2.3523 -0.2224 -0.4830 -1.558 -1.020 -0.229
C -3.5643 0.2684 -1.7431 0.147 0.141 -0.076
C -3.4925 -0.3753 -2.9775 -0.045 0.036 0.130
C -4.2883 0.0559 -4.0279 0.025 -0.028 -0.072
C -5.1444 1.1323 -3.8539 -0.012 0.019 -0.005
C -5.2166 1.7713 -2.6233 -0.058 0.012 0.033
C -4.4274 1.3471 -1.5667 -0.066 -0.097 -0.061
C -2.9544 0.3237 1.1498 0.021 0.031 0.040
C -4.2528 0.1757 1.6156 0.186 0.023 -0.033
C -4.5723 0.5698 2.9087 -0.075 0.005 0.047
C -3.6012 1.1088 3.7367 -0.070 0.009 0.073
C -2.3059 1.2963 3.2728 0.143 -0.028 0.007
C -1.9897 0.9094 1.9840 -0.355 0.050 0.123
H 2.7460 -3.1490 -2.2544 0.035 -0.031 0.015
H 4.7281 -3.8960 -0.9543 0.022 0.015 0.013
H 4.8949 -3.3808 1.4594 0.005 -0.009 -0.008
H 3.0470 -2.1851 2.5981 0.033 -0.014 0.006
H 0.7915 -4.0738 1.3070 -0.004 -0.025 -0.047
H -0.5343 -5.9490 2.1464 -0.033 -0.008 -0.001
H -2.6012 -5.5413 3.4444 -0.018 0.010 -0.013
H -3.3159 -3.2140 3.9098 0.006 0.007 0.003
H -1.9759 -1.3320 3.1060 -0.046 -0.001 -0.035
H 2.6549 0.6350 1.9058 0.079 0.012 0.066
H 3.6104 1.8331 3.8952 0.038 -0.093 -0.007
H 2.7300 1.3268 6.1823 -0.013 -0.004 0.019
H 1.0402 -0.4186 6.4350 -0.012 0.005 -0.001
H 0.0351 -1.5332 4.4789 0.014 0.034 0.007
H -0.1926 -1.3505 -4.5468 0.054 -0.010 -0.023
H 0.6574 0.0629 -6.3814 0.021 -0.005 -0.005
H 2.1210 1.9966 -5.8628 -0.020 0.022 0.005
H 2.5305 2.6283 -3.5247 0.002 0.021 -0.029
H 3.7873 3.5937 -1.4701 0.056 -0.020 -0.047
H 6.2031 3.2915 -1.6837 0.005 0.000 0.013
H 7.2381 1.0877 -1.2614 0.004 -0.001 0.007
H 5.8051 -0.8324 -0.6060 0.001 0.004 0.012
H 3.3784 -0.5273 -0.4063 0.086 -0.035 0.014
H 2.3121 3.6740 0.8514 0.044 0.010 0.023
H 2.1183 6.1260 0.8783 0.038 -0.014 -0.011
H 1.1024 7.3093 -1.0461 -0.037 -0.004 0.037
H 0.1824 6.0037 -2.9350 0.049 0.006 -0.025
H 0.3792 3.5617 -2.9652 -0.045 -0.008 -0.021
H -0.5080 -4.4961 -1.7196 -0.037 -0.020 -0.011
H -2.4995 -5.8404 -1.1048 -0.016 -0.001 0.014
H -4.5181 -4.7277 -0.2104 0.016 -0.016 0.010
H -4.5429 -2.2828 0.1130 -0.022 -0.040 0.010
H -2.8028 -1.2002 -3.1156 -0.060 -0.034 -0.046
H -4.2314 -0.4435 -4.9868 0.024 0.007 0.001
H -5.7468 1.4830 -4.6824 -0.026 -0.022 0.011
H -5.8754 2.6193 -2.4850 -0.011 -0.011 -0.007
H -4.4666 1.8783 -0.6232 0.067 0.018 -0.006
H -5.0121 -0.2245 0.9563 -0.048 -0.008 0.046
H -5.5905 0.4725 3.2630 0.009 -0.029 0.015
H -3.8578 1.4142 4.7426 -0.019 0.017 -0.003
H -1.5515 1.7524 3.9020 0.022 -0.010 -0.015
H -0.9699 1.1550 1.6057 -1.057 0.286 1.367
S -3.9916 4.0033 1.1126 0.816 0.105 -0.154
Sb -1.7827 4.1303 0.6226 -0.647 -0.712 -0.415
S 1.3674 2.3723 3.0712 0.018 0.103 0.015
S -1.4148 2.2373 -0.8890 -0.816 2.370 -0.024

Entry 2:
101
Properties=species:S:1:pos:R:3:forces:R:3 method="wB97M-V/def2-TZVPD" multiplicity=2 s2=0.76 gap_ev="5.31 / 5.34" lumo_ev="-10.19 / -10.22" charge=+3
Ir 0.5841 0.6095 0.9555 -0.992 -1.775 0.981
O 2.6222 0.0493 2.1451 -0.064 0.633 -0.334
C 3.7605 0.6751 1.5667 -0.005 0.008 0.054
C 4.7703 1.2625 2.2948 0.011 0.009 0.075
C 5.8396 1.8377 1.6102 -0.008 0.006 0.014
C 5.8869 1.8282 0.2283 0.001 -0.008 -0.025
C 4.8261 1.2932 -0.4894 0.049 -0.113 -0.030
C 3.7496 0.7110 0.1730 -0.117 0.106 -0.007
P 2.2374 0.2151 -0.6824 -0.492 -0.219 -0.593
C 2.0122 -1.5623 -0.4273 0.102 -0.020 0.146
C 3.0612 -2.3851 -0.0056 -0.035 0.040 0.009
C 2.8244 -3.7211 0.2670 0.003 -0.012 -0.010
C 1.5396 -4.2445 0.1453 0.023 -0.013 0.027
C 0.4907 -3.4373 -0.2655 -0.006 0.052 -0.010
C 0.7220 -2.0965 -0.5557 0.039 -0.064 -0.019
C 2.4171 0.5715 -2.4226 -0.064 0.095 -0.024
C 2.5525 1.9016 -2.8314 -0.040 0.005 0.010
C 2.7701 2.1883 -4.1672 -0.066 0.021 -0.012
C 2.8224 1.1556 -5.0982 -0.021 0.014 0.007
C 2.6613 -0.1620 -4.6963 -0.070 -0.029 0.012
C 2.4521 -0.4619 -3.3567 0.145 0.002 -0.019
C 2.5487 -0.2184 3.5160 0.022 -0.065 -0.041
C 3.6309 -0.7189 4.2202 0.031 -0.130 -0.059
C 3.5083 -0.9273 5.5848 -0.033 0.034 0.026
C 2.3264 -0.6166 6.2522 0.014 -0.033 -0.016
C 1.2337 -0.1843 5.5271 0.060 0.017 -0.033
C 1.3209 -0.0310 4.1379 0.125 0.429 0.001
P -0.1359 0.2753 3.1350 0.101 -0.166 -0.050
C -1.1088 -1.3121 3.1555 -0.029 -0.184 0.312
C -0.9071 -2.2901 4.2816 -0.025 0.236 -0.038
C -1.4162 -3.5193 4.2417 -0.103 -0.277 -0.161
C -2.2224 -4.0943 3.1547 0.265 -0.001 0.256
C -3.0620 -3.4585 2.3359 -0.244 0.286 -0.109
C -3.4966 -2.0379 2.3825 0.013 -0.208 0.051
C -0.9632 1.6968 3.9613 -0.213 -0.168 -0.305
C -2.3611 1.6438 4.4102 0.403 0.046 0.264
C -2.8461 2.8348 5.0895 -0.207 0.050 -0.004
C -2.1548 4.0135 5.0734 -0.038 0.010 0.080
C -0.9077 4.0467 4.4468 0.068 -0.096 -0.063
C -0.2993 2.8841 3.9218 0.121 0.124 0.164
H 4.7436 1.3009 3.3730 0.028 -0.015 -0.006
H 6.6371 2.2993 2.1772 -0.006 -0.019 0.002
H 6.7334 2.2523 -0.2935 -0.020 0.025 0.003
H 4.8341 1.3222 -1.5710 -0.001 0.010 0.008
H 4.0611 -1.9793 0.0948 -0.004 -0.019 -0.006
H 3.6431 -4.3629 0.5652 -0.013 0.009 0.007
H 1.3636 -5.2906 0.3606 0.006 0.014 -0.010
H -0.5026 -3.8519 -0.3797 0.007 0.008 -0.013
H -0.0839 -1.4821 -0.9393 -0.029 0.004 -0.017
H 2.4891 2.7072 -2.1073 0.050 -0.006 -0.013
H 2.8926 3.2143 -4.4878 -0.018 -0.014 0.004
H 2.9776 1.3829 -6.1445 0.043 -0.001 0.012
H 2.7015 -0.9613 -5.4243 -0.008 0.013 0.007
H 2.3401 -1.4925 -3.0443 0.022 0.003 -0.009
H 4.5562 -0.9469 3.7102 -0.001 -0.009 0.028
H 4.3509 -1.3248 6.1350 0.001 0.025 0.000
H 2.2544 -0.7410 7.3240 0.012 0.006 -0.013
H 0.3020 0.0341 6.0372 0.001 -0.056 -0.002
H -0.3065 -2.0068 5.1327 -0.008 0.026 0.014
H -1.1707 -4.1926 5.0557 -0.053 0.016 0.019
H -2.1518 -5.1704 3.0453 0.081 0.016 -0.039
H -3.5667 -4.0537 1.5838 -0.031 0.020 0.015
H -4.1879 -1.7445 1.6024 0.022 -0.030 -0.035
H -2.5542 0.7576 5.0244 -0.107 -0.104 -0.189
H -3.8119 2.7701 5.5809 -0.020 0.037 -0.086
H -2.5545 4.9024 5.5418 -0.009 0.001 -0.035
H -0.3813 4.9930 4.3740 0.020 -0.048 0.008
H 0.6944 2.9473 3.4955 0.005 0.065 0.020
C -4.8404 -0.3566 3.8006 0.109 -0.003 -0.021
C -3.7244 -1.3258 3.7182 -0.265 -0.127 0.081
C -2.5653 -0.9400 2.8706 0.082 0.081 -0.256
C -2.6490 0.3810 2.2242 -0.582 -0.425 -0.095
C -3.3000 1.4277 3.0576 -0.156 -0.163 -0.145
C -4.6672 0.9242 3.4762 0.121 0.146 0.244
P -1.8732 0.6190 0.6374 1.376 2.067 0.116
C -3.0441 0.4323 -0.7006 0.248 -1.082 -0.252
C -4.4077 0.3219 -0.4392 0.018 0.062 -0.031
C -5.2897 0.2551 -1.5085 -0.022 0.011 0.030
C -4.8097 0.2683 -2.8109 0.011 0.004 -0.014
C -3.4443 0.3554 -3.0620 0.001 -0.009 0.012
C -2.5516 0.4263 -2.0062 -0.060 0.034 -0.002
C -1.4918 2.3699 0.5470 -0.904 0.399 -0.091
C -2.2798 3.4809 0.2492 0.045 0.022 0.096
C -1.6407 4.6955 0.0522 0.047 -0.036 0.006
C -0.2453 4.7647 0.0944 -0.037 -0.071 0.049
C 0.5292 3.6401 0.3727 0.049 0.139 0.079
C -0.1276 2.4424 0.6195 0.965 0.303 0.084
H -5.8049 -0.7211 4.1346 -0.003 0.029 -0.019
H -3.5668 -1.9605 4.5819 0.077 0.052 0.027
H -0.7462 -1.7796 2.2258 0.123 -0.066 0.040
H -3.3534 2.3907 2.5545 0.067 0.031 0.042
H -5.4684 1.6494 3.5617 -0.019 -0.043 -0.131
H -4.7846 0.3154 0.5772 -0.002 -0.036 -0.009
H -6.3526 0.1818 -1.3216 0.002 0.014 -0.011
H -5.5040 0.2029 -3.6381 0.006 0.004 0.008
H -3.0772 0.3542 -4.0794 -0.011 0.014 0.005
H -1.4850 0.4897 -2.1953 0.004 0.013 0.002
H -3.3569 3.3942 0.1512 0.022 0.017 -0.038
H -2.2189 5.5835 -0.1649 0.024 -0.007 -0.050
H 0.2471 5.7056 -0.1180 -0.019 0.005 0.051
H 1.6111 3.7110 0.3841 -0.009 0.003 -0.007